6
Properties=species:S:1:pos:R:3 method="wB97M-V/def2-TZVPD" e_lumo_ev="3.14 / 3.12" e_homo_ev="-4.020 / -4.144" gap_ev="7.163 / 7.263" total_charge=-1 e_tot_ha=-662.60740 de_lowest_ev=1.867
C -0.57 -0.26 0.60
O -1.21 -1.10 -0.13
O -0.61 -0.21 1.81
O -2.23 -1.05 -3.28
S -1.42 -1.98 -2.38
H 0.23 0.48 0.13